[1]
A cluster of 5 separate species, C17H35N3O7P in total, computed with the ωB97M-V functional and the def2-TZVPD basis.

electronic energy	-46279.8637	eV
strongest force on any atom	5.7	eV Å⁻¹
HOMO	-11.13	eV

```
! RIJCOSX wB97M-V def2-TZVPD def2/J DEFGRID3
* xyz 1 1
N -0.792 -0.047 0.058
P -0.185 -1.142 -0.937
O 0.939 -0.409 -2.020
O -1.470 -1.789 -1.869
N 0.535 -2.447 0.016
C 0.299 -3.851 -0.326
N 0.990 -4.622 0.680
C 1.664 -3.747 1.650
C 1.357 -2.295 1.205
C 1.862 -1.016 2.010
C 2.164 0.284 1.122
O 3.399 0.962 1.545
H -1.816 -0.017 -0.124
H 1.820 -0.846 -1.942
H -2.003 -2.401 -1.284
H -0.330 -4.222 -1.207
H 0.980 -5.661 0.719
H 2.271 -4.108 2.547
H 2.868 -1.318 2.500
H 1.154 -0.782 2.894
H 2.351 -0.056 0.048
H 1.288 1.034 1.206
H 3.735 1.419 0.732
C -6.206 -3.102 -0.554
C -5.189 -2.148 0.010
O -3.992 -2.379 -0.067
C -5.703 -0.899 0.672
H -5.693 -3.957 -1.001
H -6.859 -3.464 0.243
H -6.794 -2.604 -1.328
H -6.333 -1.162 1.523
H -6.268 -0.303 -0.048
H -4.860 -0.306 1.031
C -4.583 3.220 0.959
C -5.442 2.811 2.127
O -5.916 1.692 2.202
C -5.692 3.840 3.196
H -4.488 2.379 0.268
H -5.046 4.056 0.432
H -3.587 3.498 1.310
H -6.204 4.705 2.768
H -4.745 4.146 3.647
H -6.325 3.408 3.974
C 4.282 5.775 1.456
C 5.274 4.643 1.478
O 6.052 4.466 0.558
C 5.267 3.738 2.681
H 4.401 6.343 0.530
H 3.265 5.378 1.495
H 4.460 6.442 2.301
H 4.294 3.251 2.773
H 5.490 4.314 3.581
H 6.034 2.969 2.560
C 4.089 -1.168 -4.597
C 3.882 -2.653 -4.463
O 4.040 -3.220 -3.395
C 3.472 -3.410 -5.697
H 4.382 -0.755 -3.628
H 4.884 -0.966 -5.317
H 3.159 -0.691 -4.915
H 4.240 -3.309 -6.467
H 2.516 -3.032 -6.065
H 3.359 -4.468 -5.452
*
```


[2]
A structure of composition C17H35N4O4SSeSiTa, computed with the ωB97M-V functional and the def2-TZVPD basis.

electronic energy	-117944.5133	eV
strongest force on any atom	5.6	eV Å⁻¹
HOMO	-13.73	eV

```
! RIJCOSX wB97M-V def2-TZVPD def2/J DEFGRID3
* xyz 2 1
Ta -0.102 0.987 0.271
N 2.033 1.052 2.274
C 1.438 2.074 3.137
C 0.937 3.203 2.263
O 1.258 4.400 2.407
N 0.107 2.789 1.308
C -0.513 3.797 0.371
C -0.982 2.789 -0.553
O -0.171 2.308 -1.544
O -1.917 1.879 -0.091
H 2.977 1.318 2.014
H 2.071 0.156 2.768
H 0.592 1.641 3.681
H 2.116 2.527 3.862
H -1.295 4.317 0.950
H 0.263 4.469 -0.010
C -1.388 0.105 -2.748
C -1.904 -0.854 -3.831
N -2.189 -2.191 -3.281
C -0.922 -2.750 -2.740
C -0.270 -1.796 -1.728
N -1.155 -0.615 -1.439
C -2.489 -1.175 -1.024
C -3.120 -2.018 -2.142
H -2.094 0.917 -2.553
H -0.448 0.586 -3.056
H -1.185 -0.973 -4.654
H -2.828 -0.474 -4.284
H -0.257 -2.938 -3.589
H -1.125 -3.739 -2.305
H 0.692 -1.410 -2.071
H -0.075 -2.286 -0.763
H -3.112 -0.322 -0.738
H -2.320 -1.743 -0.101
H -4.041 -1.571 -2.539
H -3.407 -3.026 -1.788
O 1.507 0.404 -0.624
S 2.156 1.894 -0.855
C 2.237 1.990 -2.670
C 3.698 1.790 -3.059
C 4.317 0.858 -2.007
C 3.879 1.418 -0.656
H 1.834 2.972 -2.938
H 1.587 1.206 -3.084
H 4.207 2.766 -3.059
H 3.809 1.404 -4.077
H 5.406 0.805 -2.084
H 3.940 -0.169 -2.143
H 4.412 2.354 -0.415
H 3.996 0.725 0.182
C -3.239 -2.669 2.857
Si -1.551 -2.206 3.615
C -1.544 -1.030 5.112
C -0.163 -3.503 3.543
Se -0.713 -0.580 1.793
H -3.915 -3.056 3.627
H -3.121 -3.422 2.071
H -3.682 -1.780 2.392
H -2.093 -1.434 5.974
H -1.994 -0.078 4.817
H -0.517 -0.820 5.418
H -0.335 -4.334 4.239
H 0.799 -3.038 3.769
H -0.093 -3.899 2.528
*
```


[3]
A cluster of 2 separate species, C17H35N4OSi2 in total, computed with the ωB97M-V functional and the def2-TZVPD basis.

electronic energy	-41954.4455	eV
strongest force on any atom	12.6	eV Å⁻¹
HOMO	-2.83	eV

```
! RIJCOSX wB97M-V def2-TZVPD def2/J DEFGRID3
* xyz -1 1
C 3.806 2.006 -3.475
C 4.033 0.412 -3.037
O 4.149 0.163 -1.732
N 4.138 -0.583 -4.169
C 5.511 -0.613 -4.804
C 3.620 -1.955 -3.808
C 2.102 -2.279 -4.425
C 1.012 -1.759 -3.279
C -0.432 -1.610 -4.072
C -1.258 -0.245 -3.693
C -1.079 0.160 -2.081
N -0.795 0.735 -0.931
C -0.983 1.023 -4.696
C 0.534 0.996 -5.398
N 1.579 0.923 -6.183
H 3.002 2.142 -4.319
H 4.844 2.329 -3.969
H 3.657 2.715 -2.552
H 6.146 -1.569 -4.571
H 6.102 0.325 -4.362
H 5.369 -0.383 -5.948
H 3.639 -2.217 -2.668
H 4.331 -2.755 -4.339
H 1.956 -3.419 -4.689
H 1.984 -1.605 -5.389
H 1.444 -0.722 -2.894
H 0.945 -2.581 -2.449
H -0.288 -1.713 -5.250
H -1.123 -2.527 -3.744
H -2.417 -0.512 -3.801
H -1.809 0.956 -5.553
H -1.170 2.025 -4.085
C -3.246 2.714 2.438
Si -2.660 1.168 3.360
C -0.964 0.758 2.669
C -3.853 -0.205 2.897
N -2.629 1.483 5.077
Si -2.127 0.236 6.192
C -0.352 -0.312 5.920
C -3.242 -1.273 6.149
C -2.210 0.903 7.962
H -3.270 2.519 1.360
H -4.258 2.999 2.759
H -2.571 3.555 2.621
H -0.994 0.759 1.575
H -0.625 -0.230 2.982
H -0.226 1.501 2.986
H -4.835 -0.036 3.348
H -3.487 -1.185 3.210
H -3.982 -0.241 1.811
H -0.241 -0.894 5.004
H -0.024 -0.947 6.748
H 0.319 0.552 5.872
H -4.293 -0.984 6.234
H -3.005 -1.938 6.985
H -3.108 -1.851 5.232
H -3.228 1.204 8.220
H -1.542 1.760 8.087
H -1.895 0.121 8.663
*
```


[4]
A structure of composition C17H35O13Tl, computed with the ωB97M-V functional and the def2-TZVPD basis.

electronic energy	-49481.3224	eV
strongest force on any atom	5.2	eV Å⁻¹
HOMO	-14.39	eV

```
! RIJCOSX wB97M-V def2-TZVPD def2/J DEFGRID3
* xyz 2 1
Tl -4.667 14.350 25.213
C -7.180 9.392 27.392
O -6.516 10.624 27.052
H -8.260 9.463 27.261
H -6.862 8.534 26.799
H -7.056 9.026 28.411
C 1.652 13.744 29.953
C 0.513 13.051 29.282
O -0.410 12.762 30.353
C -1.703 12.751 29.995
O -2.296 13.141 28.949
O -2.409 12.326 31.193
C -3.805 12.394 31.081
H 2.227 13.103 30.622
H 1.419 14.619 30.560
H 2.249 14.203 29.164
H 0.900 12.140 28.825
H 0.057 13.673 28.511
H -4.012 11.654 30.308
H -4.201 13.349 30.735
H -4.316 12.196 32.023
C -7.233 7.323 21.537
C -6.444 8.650 21.721
O -5.340 8.613 20.835
C -4.373 9.484 20.957
O -4.235 10.357 21.816
O -3.431 9.054 20.156
C -2.047 9.327 20.253
H -7.650 7.094 20.556
H -8.111 7.409 22.177
H -6.576 6.500 21.821
H -6.111 8.758 22.753
H -7.069 9.463 21.353
H -1.961 10.413 20.292
H -1.370 8.877 19.527
H -1.744 9.070 21.268
C -9.391 7.292 32.373
C -9.442 6.757 33.788
O -8.184 6.453 34.401
C -7.361 7.383 34.924
O -7.691 8.516 35.397
O -6.333 6.718 35.379
C -5.368 7.212 36.273
H -8.759 8.174 32.467
H -10.344 7.539 31.905
H -8.908 6.542 31.747
H -9.970 5.806 33.713
H -10.038 7.331 34.497
H -5.001 8.236 36.202
H -4.522 6.552 36.461
H -5.783 7.262 37.279
C -1.655 8.166 27.221
C -1.559 8.240 25.702
O -0.507 8.962 25.199
C -0.554 10.291 24.985
O -1.418 11.140 25.275
O 0.738 10.584 24.707
C 1.245 11.980 24.570
H -0.900 7.552 27.715
H -2.595 7.821 27.652
H -1.594 9.209 27.532
H -2.411 8.855 25.413
H -1.635 7.283 25.185
H 1.988 12.163 25.347
H 0.484 12.746 24.723
H 1.483 12.103 23.514
*
```


[5]
A structure of composition C17H36BF4MnN6O4, computed with the ωB97M-V functional and the def2-TZVPD basis.

electronic energy	-78194.3232	eV
strongest force on any atom	5.8	eV Å⁻¹
HOMO (spin up / spin down)	-9.79 / -13.58	eV
⟨S²⟩	12.00

```
! RIJCOSX wB97M-V def2-TZVPD def2/J DEFGRID3
* xyz 2 7
Mn 5.563 2.769 -1.799
N 2.727 1.536 -0.883
O 2.788 1.493 0.311
O 1.608 1.329 -1.311
O 3.731 1.712 -1.552
C -2.469 -2.059 -2.696
C -1.002 -1.607 -2.655
N -0.410 -1.149 -3.830
C -0.778 -1.299 -5.162
C -0.033 -0.497 -5.951
N 0.930 0.081 -5.146
C 0.772 -0.448 -3.914
C 2.029 0.853 -5.597
H -3.152 -1.227 -2.872
H -2.688 -2.488 -1.718
H -2.750 -2.855 -3.386
H -0.314 -2.331 -2.219
H -1.023 -0.735 -2.003
H -1.514 -2.023 -5.479
H -0.037 -0.339 -7.020
H 1.397 -0.193 -3.071
H 2.476 1.556 -4.894
H 1.684 1.416 -6.464
H 2.693 0.103 -6.027
C 0.772 -1.482 0.589
C 0.244 -2.405 1.676
N -0.656 -3.329 1.084
C -0.367 -4.401 0.301
C -1.578 -5.075 -0.024
N -2.594 -4.445 0.738
C -1.982 -3.312 1.284
C -4.002 -4.674 0.643
H 1.361 -0.634 0.937
H 0.057 -1.148 -0.162
H 1.507 -2.035 0.003
H -0.301 -1.765 2.371
H 1.030 -2.979 2.167
H 0.602 -4.621 -0.122
H -1.825 -5.918 -0.652
H -2.465 -2.701 2.032
H -4.213 -5.585 0.082
H -4.587 -3.876 0.186
H -4.252 -4.807 1.695
C 0.821 1.249 3.642
N -0.027 2.337 2.964
C 0.861 3.444 2.410
C -0.792 1.747 1.786
C -0.978 2.975 4.060
C -2.194 2.211 4.515
O -2.476 2.542 5.825
H 0.235 0.370 3.912
H 1.441 1.597 4.468
H 1.578 1.135 2.867
H 1.568 3.663 3.210
H 0.205 4.313 2.356
H 1.308 2.999 1.521
H -1.555 1.080 2.187
H -0.060 1.325 1.097
H -1.331 2.530 1.253
H -1.370 3.905 3.650
H -0.414 3.169 4.972
H -2.190 1.121 4.494
H -2.954 2.704 3.909
H -3.366 2.187 5.882
B 4.516 4.638 -0.096
F 5.180 3.526 0.247
F 3.199 4.384 0.153
F 5.039 5.702 0.622
F 4.779 4.743 -1.400
*
```


[6]
A structure of composition C17H36Cl3CoN9Si5, computed with the ωB97M-V functional and the def2-TZVPD basis.

electronic energy	-146213.4859	eV
strongest force on any atom	3.3	eV Å⁻¹
HOMO (spin up / spin down)	-6.45 / -6.38	eV
⟨S²⟩	0.78

```
! RIJCOSX wB97M-V def2-TZVPD def2/J DEFGRID3
* xyz 0 2
Co 0.211 0.047 -0.049
N 1.940 -3.373 1.323
C 1.558 -2.677 0.248
N 0.908 -1.600 0.632
C 0.924 -1.666 2.020
N 1.547 -2.759 2.461
C 0.377 -0.602 2.758
C 0.270 -0.551 4.155
N -0.139 0.498 4.810
C -0.415 1.603 4.057
C -0.331 1.588 2.691
N 0.003 0.501 1.994
H 2.456 -4.236 1.371
H 1.770 -2.967 -0.759
H 0.553 -1.421 4.732
H -0.676 2.495 4.603
H -0.516 2.487 2.115
C -4.087 1.008 0.315
Si -3.522 0.438 -1.428
C -3.310 1.999 -2.527
C -5.054 -0.392 -2.228
Si -1.596 -1.016 -1.167
Si -0.711 -1.437 -3.396
C -2.092 -2.300 -4.407
C 0.786 -2.624 -3.398
C -0.253 0.172 -4.309
Si -2.361 -3.041 -0.057
C -2.956 -2.626 1.712
C -3.842 -3.807 -1.000
C -1.149 -4.523 0.088
H -4.802 1.824 0.278
H -3.237 1.332 0.907
H -4.557 0.189 0.849
H -4.107 2.716 -2.343
H -3.349 1.731 -3.579
H -2.368 2.505 -2.357
H -5.891 0.299 -2.271
H -5.381 -1.260 -1.669
H -4.847 -0.714 -3.242
H -2.402 -3.233 -3.949
H -1.748 -2.529 -5.412
H -2.970 -1.670 -4.499
H 0.551 -3.552 -2.884
H 1.643 -2.169 -2.912
H 1.086 -2.883 -4.409
H -1.131 0.785 -4.484
H 0.206 -0.030 -5.273
H 0.450 0.763 -3.730
H -3.869 -2.040 1.688
H -2.208 -2.049 2.248
H -3.157 -3.521 2.294
H -4.678 -3.122 -1.052
H -4.191 -4.709 -0.504
H -3.573 -4.078 -2.015
H -0.429 -4.379 0.885
H -0.601 -4.690 -0.835
H -1.695 -5.436 0.312
N -2.252 4.560 1.446
C -1.899 4.775 0.156
N -2.268 5.941 -0.421
N -1.256 3.930 -0.593
C -0.880 2.729 -0.413
N -0.526 1.620 -0.492
H -2.769 5.246 1.964
H -2.051 3.678 1.888
H -2.585 6.717 0.132
H -1.891 6.130 -1.335
Cl 2.513 1.970 -2.418
Si 2.316 0.684 -0.769
Cl 3.651 -0.866 -1.328
Cl 3.470 1.682 0.651
*
```


[7]
A cluster of 6 separate species, C17H36F6N5O9S2 in total, computed with the ωB97M-V functional and the def2-TZVPD basis.

electronic energy	-82063.8703	eV
strongest force on any atom	2.8	eV Å⁻¹
HOMO (spin up / spin down)	-7.16 / -9.02	eV
⟨S²⟩	0.75

```
! RIJCOSX wB97M-V def2-TZVPD def2/J DEFGRID3
* xyz 0 2
O -1.195 -1.348 -0.098
H -0.551 -1.957 -0.611
H -1.278 -0.464 -0.517
H -2.107 -1.738 -0.126
C -1.477 -3.930 -3.183
F -1.887 -4.589 -2.073
F -1.557 -4.795 -4.178
F -2.263 -2.863 -3.289
S 0.325 -3.486 -2.972
O 1.011 -4.669 -3.339
O 0.485 -2.374 -3.867
N 0.349 -2.946 -1.363
S 1.718 -3.590 -0.856
O 1.661 -5.006 -0.636
O 2.825 -3.141 -1.656
C 1.971 -2.786 0.823
F 3.256 -2.723 1.104
F 1.497 -1.530 0.756
F 1.292 -3.459 1.744
C 1.363 1.513 1.055
C 2.517 2.422 0.520
C 2.599 3.675 1.382
C 3.237 3.439 2.743
C 4.623 2.784 2.635
C 4.616 1.529 1.726
N 3.726 1.608 0.563
O 3.908 0.835 -0.390
C 6.089 1.407 1.268
C 4.321 0.320 2.636
C 2.068 2.926 -0.856
H 1.739 1.075 1.978
H 1.113 0.748 0.328
H 0.477 2.094 1.322
H 3.186 4.437 0.862
H 1.585 4.024 1.580
H 2.514 2.930 3.391
H 3.290 4.421 3.225
H 4.790 2.548 3.686
H 5.302 3.547 2.258
H 6.743 1.215 2.112
H 6.135 0.537 0.607
H 6.327 2.260 0.634
H 5.072 0.369 3.429
H 3.384 0.414 3.187
H 4.428 -0.645 2.146
H 2.854 3.538 -1.305
H 1.086 3.368 -0.701
H 1.944 2.157 -1.623
O -3.595 -2.298 -0.501
C -4.542 -3.062 -0.382
N -5.527 -3.116 -1.306
C -4.653 -3.999 0.789
H -5.341 -2.822 -2.252
H -6.216 -3.846 -1.226
H -3.795 -3.940 1.451
H -4.881 -5.006 0.442
H -5.473 -3.725 1.462
O -2.519 0.709 1.994
C -3.086 1.697 1.571
N -4.431 1.802 1.770
C -2.445 2.744 0.681
H -4.857 0.993 2.187
H -4.899 2.687 1.698
H -2.013 2.365 -0.237
H -1.809 3.437 1.231
H -3.276 3.399 0.390
O -2.278 0.395 -1.668
C -3.038 0.719 -2.567
N -2.655 0.654 -3.853
C -4.468 1.136 -2.311
H -3.131 0.924 -4.697
H -1.780 0.216 -4.112
H -4.972 0.373 -1.721
H -4.998 1.433 -3.212
H -4.432 2.027 -1.679
*
```